1.
Density functional theory data (ωB97M-V/def2-TZVPD) for a structure of composition C28H50BaO11P.

XYZ file:
```
91
Properties=species:S:1:pos:R:3:forces:R:3
H -3.686 -2.317 2.956 0.0 0.0 0.0
H 3.878 -3.435 -1.349 0.0 0.0 0.0
O 0.186 -1.966 0.484 0.1 0.1 0.0
H 2.081 2.479 -3.631 0.0 0.0 0.0
P 1.444 -1.505 -0.214 0.0 -0.1 0.0
H -0.542 4.739 0.572 0.0 0.0 0.0
H 4.207 -1.080 -3.290 0.0 0.0 0.0
H 4.885 -2.222 1.969 0.0 0.0 0.0
C -3.138 -1.378 3.084 0.0 0.0 0.0
C -0.908 0.308 4.525 0.0 0.0 0.0
O 2.772 -1.979 0.526 0.0 0.0 0.0
H 0.043 1.043 -7.111 0.0 0.0 0.0
C -2.300 -1.460 -3.494 0.0 0.0 0.0
H -4.321 3.503 -0.181 0.0 0.0 0.0
H 2.632 -4.665 0.281 0.0 0.0 0.0
C -3.349 3.159 0.191 0.0 0.0 0.0
H -1.603 -2.232 4.317 0.0 0.0 0.0
C -0.752 0.401 -5.229 0.0 0.0 0.0
H 2.752 -4.395 -2.328 0.0 0.0 0.0
H 2.791 -1.432 3.101 0.0 0.0 0.0
H 1.580 2.658 -0.206 0.0 0.0 0.0
H 0.115 0.646 4.702 0.0 0.0 0.0
O 0.812 2.564 1.640 0.0 0.0 0.0
O -3.182 -0.603 1.894 0.0 0.1 0.1
H -0.916 3.837 4.227 0.0 0.0 0.0
H -4.724 -0.509 0.550 0.0 0.0 0.0
H 0.497 1.234 -2.192 0.0 0.0 0.0
C -0.828 3.413 3.222 0.0 0.0 0.0
O -1.570 2.203 3.117 0.1 0.0 0.0
C -2.298 3.382 -0.873 0.0 0.0 0.0
C 3.435 -1.014 -2.522 0.0 0.0 0.0
C 1.884 -2.357 -3.951 0.0 0.0 0.0
H -1.235 -0.250 5.409 0.0 0.0 0.0
H -2.870 1.155 4.252 0.0 0.0 0.0
H -3.015 -1.152 -4.259 0.0 0.0 0.0
H -1.287 4.113 2.522 0.0 0.0 0.0
H 4.823 -3.568 0.821 0.0 0.0 0.0
O -1.726 0.072 -1.788 0.0 0.1 0.0
H -5.374 1.801 1.101 0.0 0.0 0.0
H 1.130 2.602 3.634 0.0 0.0 0.0
C 2.305 -2.381 2.866 0.0 0.0 0.0
C 2.210 -4.270 1.205 0.0 0.0 0.0
C -0.644 0.478 -3.841 0.0 0.1 0.0
H 2.631 -2.464 -4.738 0.0 0.0 0.0
H 2.366 -5.006 1.996 0.0 0.0 0.0
H 1.870 4.123 0.755 0.0 0.0 0.0
H 1.141 -4.120 1.064 0.0 0.0 0.0
H -1.528 -0.198 -5.687 0.0 0.0 0.0
C 0.375 1.238 -3.267 0.0 0.0 0.0
H 2.841 -0.116 -2.692 0.0 0.0 0.0
C 2.564 -2.261 -2.595 0.1 0.0 0.0
H -1.593 -2.149 -3.958 0.0 0.0 0.0
H 3.918 -0.925 -1.549 0.0 0.0 0.0
Ba -0.858 0.446 0.738 0.1 -0.1 0.1
H 0.198 4.532 -1.028 0.0 0.0 0.0
H -2.286 4.434 -1.166 0.0 0.0 0.0
O 1.473 -2.228 -1.631 -0.1 0.0 0.0
H 1.223 -3.225 -3.978 0.0 0.0 0.0
H -1.270 -2.314 2.573 0.0 0.0 0.0
H -1.762 2.162 5.188 0.0 0.0 0.0
C -0.093 4.009 -0.110 0.0 0.0 0.0
H -2.829 -1.959 -2.687 0.0 0.0 0.0
C -1.569 -0.267 -2.952 0.0 -0.1 0.0
H 1.299 -1.458 -4.149 0.0 0.0 0.0
C 1.271 1.916 -4.076 0.0 0.0 0.0
C -4.397 1.423 1.425 0.0 0.0 0.0
H -5.220 -0.370 2.248 0.0 0.0 0.0
C 3.390 -3.510 -2.320 0.0 0.0 0.0
O -1.017 2.972 -0.404 0.0 0.1 0.0
C -4.457 -0.085 1.520 0.0 0.0 0.0
O -0.857 -0.529 3.382 0.0 0.0 0.0
H 1.135 4.201 2.881 0.0 0.0 0.0
C 1.130 3.357 0.502 0.0 0.0 0.0
H -3.599 -0.825 3.909 0.0 0.0 0.0
C 4.394 -3.169 1.741 0.0 0.0 0.0
H 4.594 -3.873 2.549 0.0 0.0 0.0
H 4.158 -3.626 -3.086 0.0 0.0 0.0
H 1.848 2.383 -6.088 0.0 0.0 0.0
C 1.147 1.852 -5.458 0.0 0.0 0.0
C 0.640 3.224 2.882 0.0 0.0 0.0
H 2.465 -3.069 3.698 0.0 0.0 0.0
H -3.109 3.718 1.104 0.0 0.0 0.0
C 0.134 1.097 -6.034 0.0 0.0 0.0
C -1.682 -1.691 3.369 0.0 0.0 0.0
H 1.236 -2.209 2.746 0.0 0.0 0.0
O 1.510 -0.004 -0.360 -0.1 0.1 0.0
H -4.153 1.869 2.396 0.0 0.0 0.0
H -2.529 2.776 -1.751 0.0 0.0 0.0
C -1.836 1.496 4.323 0.0 0.0 0.0
C 2.896 -2.966 1.589 0.0 0.0 0.0
O -3.398 1.770 0.479 -0.1 0.0 -0.1
```
Forces are in eV/Å.

Properties
Total charge: +1
HOMO level in eV: -11.5
Energy relative to the best compared isomer or geometry (same formula, charge and spin) in eV: 0.378

2.
Density functional theory data (ωB97M-V/def2-TZVPD) for a structure of composition C35H57N2O2P2Pt in a non-equilibrium geometry.

XYZ file:
```
99
Properties=species:S:1:pos:R:3:forces:R:3
C -2.111 3.180 4.636 0.0 0.0 0.1
C -3.459 1.156 -6.792 -0.4 0.0 -0.6
C -2.182 1.234 -6.228 1.7 -0.2 1.5
H -1.270 4.632 -2.555 0.2 -0.3 0.0
C 2.773 -0.173 -4.176 -0.2 0.8 0.3
C -1.508 2.729 -0.631 0.2 -0.3 -0.1
H -1.838 -2.399 2.206 0.1 -0.2 0.0
H 4.073 4.688 -0.977 -0.3 -0.2 -0.2
H 2.316 2.410 -3.416 -0.2 -0.2 0.1
H 4.212 1.612 -1.604 0.1 0.0 0.1
H -4.209 1.485 1.700 0.0 0.0 0.1
C 3.224 4.155 -1.438 -0.2 0.0 -0.2
C -1.047 -2.960 -2.798 0.0 0.0 0.0
H -2.567 3.878 3.926 0.1 -0.1 0.1
H 0.429 4.395 -2.993 -0.1 -0.1 0.1
H -0.847 1.434 4.660 0.0 0.2 -0.2
C 0.612 -4.681 1.224 0.0 -0.2 -0.3
O -1.723 1.594 2.784 0.0 -0.2 0.0
C 4.012 1.957 -0.586 -0.1 -0.2 -0.1
H 2.145 4.329 1.065 0.2 -0.2 0.0
H 1.900 -2.409 2.038 0.0 0.0 0.1
C 2.859 -2.387 -3.204 -0.1 0.2 0.0
H -2.285 3.503 -0.518 0.3 -0.2 0.0
H -2.676 0.243 4.064 0.1 0.1 -0.3
P 1.251 2.151 -1.127 -0.1 1.6 -0.3
C -1.363 -3.244 -1.323 -0.2 0.1 0.2
H -5.169 0.027 -4.064 0.0 0.2 -0.2
C -4.348 0.388 -4.679 -1.5 0.2 -1.2
C -1.969 0.857 -4.898 1.0 0.7 -1.9
H -0.190 -3.554 -3.140 -0.2 0.1 0.0
H -0.741 3.078 -3.239 0.1 0.1 0.1
C 2.789 3.459 0.931 -0.2 0.2 0.2
H -0.832 -1.904 -2.986 0.0 0.0 0.0
H 1.643 -4.627 0.859 -0.1 -0.1 0.2
H 3.821 1.085 0.044 0.1 0.0 0.1
C 3.179 -1.496 -4.239 0.0 -0.7 0.1
C 2.080 0.312 -3.033 0.4 -1.0 0.0
C -0.450 3.895 -2.566 0.1 0.2 -0.1
H -5.540 0.678 -6.439 0.1 0.0 0.0
H -2.117 -3.948 1.381 0.3 0.1 0.2
H 0.091 4.212 0.864 0.0 0.2 -0.3
C 2.855 2.963 -0.517 0.4 0.4 0.3
C -0.214 3.393 -1.135 -0.2 0.5 -0.2
C 0.725 0.507 1.273 2.9 0.7 7.4
C -2.776 -2.770 -0.950 -0.2 0.3 0.0
H -0.853 5.241 -0.217 0.3 -0.3 -0.1
H -4.377 1.972 3.406 0.0 -0.2 -0.2
H -2.896 -1.690 -1.053 0.0 -0.5 0.2
H 3.744 -1.874 -5.090 -0.1 0.2 0.2
H 2.294 -2.876 -0.207 0.0 0.2 -0.3
H 0.630 -5.151 2.217 0.0 0.2 -0.2
H 0.048 -5.345 0.570 0.2 0.2 0.2
H -0.954 0.846 -4.484 -0.5 0.1 -0.1
C 0.021 4.570 -0.172 0.1 0.2 0.1
H -3.058 -2.995 0.083 0.0 -0.1 -0.4
H 3.548 3.817 -2.429 0.0 0.1 0.2
C -0.002 -3.280 1.390 0.0 0.2 0.5
H -0.481 -5.264 -1.401 -0.1 0.0 0.1
N 1.657 -0.652 -2.118 1.3 0.3 0.4
C -2.736 0.611 3.025 0.2 0.3 0.1
H -2.901 2.651 5.180 0.1 0.1 -0.1
C -2.838 0.093 -2.757 1.2 0.1 1.4
H 2.415 4.884 -1.579 0.3 -0.2 0.1
P -0.047 -2.317 -0.254 -0.4 -2.1 -0.4
H -1.381 2.244 0.348 -0.1 0.1 -0.1
C -1.168 2.214 3.951 -0.1 -0.1 -0.2
H -3.614 1.373 -7.852 0.1 0.0 0.3
H -2.183 -5.149 -1.850 0.2 0.2 0.1
C -4.545 0.739 -6.009 -0.7 -0.5 1.5
H 0.905 5.171 -0.413 -0.3 -0.1 0.1
Pt 0.576 -0.002 -0.481 -2.4 -0.2 -1.6
C -3.068 0.466 -4.112 0.2 -0.6 0.9
C -1.410 -3.388 1.997 -0.2 0.0 0.1
O 0.922 0.786 2.389 -1.2 -0.6 -4.1
H -1.759 -5.069 -0.151 0.2 0.0 -0.4
H 0.967 -3.231 3.299 0.0 0.3 -0.3
H -1.913 -3.238 -3.417 0.2 0.0 0.1
C 0.886 -2.571 2.420 0.1 0.2 0.0
H 2.450 2.678 1.614 0.1 0.0 0.1
H 1.470 -3.878 -1.394 0.1 0.2 0.0
H 0.475 -1.617 2.758 0.0 -0.2 0.0
H -0.282 2.741 3.581 -0.1 -0.1 0.2
C 2.060 -1.930 -2.156 -0.5 -0.4 0.2
N -2.419 -0.086 -1.664 -1.2 1.0 -2.6
H -1.539 3.759 5.364 -0.1 0.0 0.0
H -2.498 -0.219 2.342 -0.1 0.0 0.2
C 1.912 1.674 -2.719 -0.5 -0.2 -1.0
H 3.011 0.558 -4.950 0.1 -0.4 0.1
H -1.333 1.567 -6.835 -0.4 -0.2 0.2
H 3.204 -3.419 -3.150 0.0 0.3 -0.4
C 1.566 -2.846 -1.036 0.1 0.0 -0.3
H -3.504 -3.240 -1.631 0.2 0.0 0.2
C -4.124 1.143 2.736 -0.1 0.0 0.1
H -1.335 -3.925 2.954 0.1 0.2 -0.2
C -1.424 -4.769 -1.150 0.1 -0.3 -0.1
H -1.880 1.990 -1.341 0.1 0.1 0.1
H 3.809 3.753 1.218 -0.3 -0.1 0.0
H -4.849 0.342 2.896 -0.1 0.1 0.0
H 4.920 2.448 -0.206 -0.3 -0.2 -0.2
```
Forces are in eV/Å.

Properties
Total charge: +3
HOMO level (spin up / spin down) in eV: -14.5 / -15.8
2S+1: 5
Energy relative to the best compared isomer or geometry (same formula, charge and spin) in eV: 0.393

3.
Density functional theory data (ωB97M-V/def2-TZVPD) for a structure of composition C22H64ClN8O12V in a non-equilibrium geometry.

XYZ file:
```
108
Properties=species:S:1:pos:R:3:forces:R:3
C -1.882 0.706 3.311 -1.6 -1.1 1.6
H 6.732 1.762 6.507 0.1 0.5 0.2
C -3.880 0.632 -6.791 -0.6 1.2 1.4
H -2.811 -1.356 -5.628 -0.2 0.2 -0.8
O -5.359 0.827 -0.227 0.2 2.2 0.0
H 5.857 0.625 -2.367 0.3 -0.1 -0.6
H 1.862 -0.740 5.734 1.4 0.0 -1.0
H -1.281 3.933 -1.208 0.3 1.1 0.0
H 3.748 2.411 4.775 0.6 -0.3 1.1
H 3.540 0.410 3.603 0.5 -0.2 0.0
H -0.779 -0.847 -4.319 0.5 0.4 -1.1
O -1.045 -0.375 -0.704 0.7 -0.7 0.4
H -4.238 -0.772 3.281 -0.5 0.0 -0.5
H -2.618 -0.409 1.076 -0.7 0.5 0.1
V -0.185 -0.857 0.566 -0.1 1.5 0.5
H 5.226 2.726 6.977 0.7 -0.8 -0.1
H -2.990 1.675 0.023 0.5 2.1 -0.5
H 2.006 -2.634 4.325 -0.6 -0.4 -0.4
O -1.001 2.036 -1.590 0.3 0.8 -1.0
C 5.157 0.900 -3.166 -0.1 1.0 0.9
H -3.653 0.402 -2.213 -0.5 -1.1 0.9
C -2.849 2.805 -0.291 -1.9 -2.1 0.5
O -2.570 0.205 -6.949 1.3 0.4 -1.1
H 5.471 0.745 -4.161 1.0 -0.4 -1.0
H -2.772 1.270 2.960 0.6 -0.3 -0.5
H 4.303 0.291 -3.046 -1.0 -0.6 0.2
H -0.851 2.922 0.269 0.1 0.5 -0.5
H 3.469 -1.074 5.676 0.8 -0.3 0.6
O -3.425 -1.091 5.086 0.1 -0.5 0.3
C 1.630 1.129 4.126 -1.2 -1.2 0.2
H 1.793 -0.721 -3.566 0.3 -0.1 1.8
H 2.910 3.352 0.293 0.2 2.4 -0.2
H 0.388 -3.038 -5.787 -1.2 -0.2 -0.4
H -3.268 -2.049 -2.711 -0.2 0.3 0.4
H -3.828 1.748 -6.977 -0.4 -1.3 0.2
H 0.827 -3.096 -3.359 0.1 0.9 0.9
H 5.844 4.226 -3.137 -0.1 -0.7 -0.4
H 2.580 -0.163 -1.978 -1.0 -0.4 -1.1
H -6.162 -0.234 -1.758 -0.7 0.1 -1.1
H -3.524 -2.437 3.440 -0.1 1.0 0.4
H -3.322 -0.768 -0.859 0.2 0.0 0.0
H -1.181 -2.944 -4.956 0.0 -0.2 0.1
H -4.634 -2.694 5.676 -0.1 0.5 0.0
C -2.313 -1.108 -6.619 0.0 0.3 4.0
N 1.980 -0.816 -2.532 0.0 -0.5 0.4
N 0.670 -2.768 -2.398 0.2 0.3 1.3
O 5.019 0.952 5.808 -1.4 1.6 0.6
H -5.641 -1.156 -0.425 0.0 -0.2 0.3
H 1.076 1.492 5.027 0.5 0.2 -0.6
C 3.704 1.519 5.464 1.1 -1.1 -2.0
H 1.021 -5.203 2.376 -0.2 -0.3 -0.6
O 0.445 -2.122 2.269 0.8 -1.0 0.7
H 1.974 1.990 0.400 -0.4 -0.9 0.2
H -2.651 -1.772 -7.323 -1.1 -1.7 -2.0
H -0.017 -3.276 -1.798 0.5 0.3 -0.4
H 5.414 2.309 -0.994 -0.2 0.4 0.2
O -3.776 2.887 -1.432 0.4 0.5 0.7
H 3.945 2.746 -3.589 0.6 -0.9 0.5
N 2.709 -0.811 5.091 -1.8 0.4 0.7
H -1.148 1.170 -1.208 0.1 -0.7 0.2
H -4.637 0.176 -7.495 0.8 0.2 0.8
H 5.681 1.186 7.752 -0.2 -0.9 1.7
N 6.008 3.219 -3.242 -0.8 -0.7 1.1
O 0.246 0.538 1.292 -0.2 -2.2 -1.3
C -5.390 -0.297 -1.034 0.8 -0.7 0.0
C -4.612 -1.585 5.686 -1.0 0.3 -1.8
N 0.749 -4.346 1.929 0.5 0.4 1.1
H 3.773 1.956 0.918 -1.2 0.2 -0.2
C 2.972 2.322 0.213 1.8 -2.4 -0.5
C -3.412 -1.335 3.700 -0.3 -0.7 -0.2
C -0.717 -2.841 -5.942 1.9 0.3 1.5
H -4.651 -1.222 6.691 0.0 0.2 0.6
C 5.703 1.719 6.860 -0.7 0.7 -2.8
H -4.093 0.463 -5.670 -0.6 0.2 -1.7
O 1.415 -1.618 -0.485 -0.9 -0.2 -0.4
H -3.238 3.360 0.635 0.7 -0.2 -1.5
H -5.151 1.618 -0.811 -0.2 -1.2 1.0
Cl -1.407 -3.433 -0.227 0.0 -0.2 0.1
H 6.338 2.951 -4.136 0.5 0.4 -1.0
H 1.720 1.901 3.346 -0.2 -0.2 0.4
O 3.393 1.879 -1.104 -0.6 0.8 0.6
C 4.804 2.354 -2.962 0.2 2.0 -1.3
N -0.312 -0.559 -5.217 -0.5 -1.4 0.6
C 1.340 -1.751 -1.756 0.2 0.4 -2.0
H -5.516 -1.170 5.089 1.2 -0.8 1.0
C 2.981 0.522 4.527 -1.0 0.3 0.5
C 0.859 -3.244 2.687 0.2 0.8 -0.1
H -1.295 -1.426 3.518 0.1 0.2 0.2
C -0.855 -1.404 -6.313 -0.1 1.8 -1.0
H 0.962 0.285 3.747 1.0 1.2 0.1
H -0.937 1.006 2.902 0.0 0.3 -0.3
H 3.093 1.727 6.329 -0.1 0.1 0.5
N 1.454 -3.429 3.939 -0.8 1.8 -1.3
H -1.919 0.933 4.382 0.4 -0.1 0.0
C -2.122 -0.836 3.131 1.2 2.1 -1.9
C 4.512 2.630 -1.545 -0.2 -0.7 1.2
H -0.643 0.364 -5.402 -0.1 0.9 0.0
H -0.371 -1.093 -7.267 0.5 -0.5 0.7
O -4.132 -1.637 -2.565 0.1 0.2 0.1
H -2.385 -1.983 1.447 0.2 -0.1 -0.6
H 1.792 -4.347 4.075 0.6 -0.6 0.4
H 0.278 -4.256 1.042 -0.5 -0.3 -0.3
H -1.200 -3.537 -6.577 -0.1 -0.6 -0.9
C -1.411 3.012 -0.691 -0.3 -1.1 1.2
H -3.583 3.633 -2.028 0.1 -0.4 0.6
H 4.340 3.692 -1.398 0.0 0.3 0.2
C -4.025 -0.527 -1.647 0.3 0.3 -1.6
N -2.043 -1.036 1.602 0.2 -1.1 2.2
```
Forces are in eV/Å.

Properties
HOMO level in eV: -9.1